[1]
Computed, not measured: 2 unconnected molecules or ions with the total composition C4H10OSi2, with ωB97M-V/def2-TZVPD.

Last columns: bonded neighbours and bond lengths (Å).
CARTESIAN COORDINATES (ANGSTROEM)
1 Si -2.098 -0.336 -2.160  O3 1.624, C4 1.902
2 Si 2.206 0.777 1.773  C7 1.876, H12 1.511, H14 1.522, H17 1.452
3 O -3.551 -1.060 -2.203  Si1 1.624, H16 0.910
4 C -0.721 -1.616 -1.874  Si1 1.902, C5 1.290, H9 1.086
5 C 0.339 -1.562 -2.605  C4 1.290, H10 1.115, H11 1.095
6 C -0.311 2.195 1.838  C7 1.324, H13 1.017, H15 1.117
7 C 0.450 1.205 2.278  Si2 1.876, C6 1.324, H8 1.062
8 H 0.243 0.786 3.231  C7 1.062
9 H -0.896 -2.486 -1.248  C4 1.086
10 H 0.650 -0.815 -3.372  C5 1.115
11 H 1.116 -2.286 -2.337  C5 1.095
12 H 2.488 1.181 0.345  Si2 1.511
13 H -0.188 2.525 0.884  C6 1.017
14 H 3.050 1.317 2.918  Si2 1.522
15 H -1.217 2.592 2.357  C6 1.117
16 H -3.944 -1.765 -1.782  O3 0.910
17 H 2.383 -0.652 1.956  Si2 1.452

Results
Total energy: -812.5202 hartree

=====

[2]
Computed, not measured: a single C3H6N2O molecule, with ωB97M-V/def2-TZVPD.

Last columns: bonded neighbours and bond lengths (Å).
CARTESIAN COORDINATES (ANGSTROEM)
1 O 1.193 0.123 1.463  C6 1.399, H7 0.972
2 N 1.456 -1.291 -1.574  C4 1.157
3 N -1.181 -0.758 0.051  C5 1.461, H11 1.022, H12 1.014
4 C 1.336 -0.402 -0.845  N2 1.157, C6 1.489
5 C -0.674 0.611 -0.014  N3 1.461, C6 1.535, H8 1.101, H10 1.096
6 C 0.849 0.562 0.180  O1 1.399, C4 1.489, C5 1.535, H9 1.094
7 H 0.599 -0.623 1.650  O1 0.972
8 H -0.909 1.154 -0.943  C5 1.101
9 H 1.297 1.549 0.033  C6 1.094
10 H -1.073 1.185 0.829  C5 1.096
11 H -0.722 -1.336 -0.656  N3 1.022
12 H -2.170 -0.774 -0.173  N3 1.014

Results
Total energy: -302.6404 hartree
SMILES: N#C[C@H](O)CN

=====

[3]
Computed, not measured: 2 unconnected molecules or ions with the total composition C7H5Cl2N2, with ωB97M-V/def2-TZVPD.

Last columns: bonded neighbours and bond lengths (Å).
CARTESIAN COORDINATES (ANGSTROEM)
1 Cl -3.150 1.229 2.418  C8 1.722
2 Cl -0.693 0.865 4.040  C8 1.692
3 N -0.686 3.283 2.386  N4 1.070
4 N -0.251 4.254 2.273  N3 1.070
5 C -1.528 0.229 0.128  C9 1.340, C10 1.462, H13 1.085
6 C 1.195 -0.262 0.277  C7 1.336, C11 1.416, H16 0.989
7 C 0.591 0.132 1.401  C6 1.336, C10 1.451, H15 1.079
8 C -1.476 0.843 2.540  Cl1 1.722, Cl2 1.692, C10 1.395
9 C -0.914 -0.361 -0.907  C5 1.340, C11 1.409, H12 1.017
10 C -0.801 0.538 1.358  C5 1.462, C7 1.451, C8 1.395
11 C 0.480 -0.567 -0.906  C6 1.416, C9 1.409, H14 1.149
12 H -1.527 -0.745 -1.622  C9 1.017
13 H -2.604 0.132 0.230  C5 1.085
14 H 0.930 -1.016 -1.863  C11 1.149
15 H 1.260 0.420 2.197  C7 1.079
16 H 2.179 -0.309 0.362  C6 0.989

Results
Net charge: +1
Total energy: -1299.3398 hartree

=====

Lowest unoccupied orbital energy in eV, matching the order above: 0.1, 0.8, -6.7
HOMO-LUMO gap in Eh, matching the order above: 0.30030, 0.40689, 0.29031
ΔE to the lowest compared entry with this formula, charge and spin in kcal/mol, matching the order above: 58.4, 33.0, 0.0